C5H12N2O | wB97M-V/def2-TZVPD

```
20
Properties=species:S:1:pos:R:3:forces:R:3
C 1.348191 0.149387 2.848793 -0.2 0.0 0.6
C 0.236780 0.451114 1.862050 -0.7 0.3 -1.1
C -0.001052 -0.638364 0.770837 -0.4 0.0 1.1
N -0.853292 -1.748133 1.194359 0.4 0.0 -0.7
C -0.591975 -0.029185 -0.504651 0.5 -0.2 0.2
N 0.390681 -0.000529 -1.573196 0.2 0.0 -0.2
C 0.160710 0.711283 -2.691974 -0.9 0.8 -0.5
O -0.859918 1.357332 -2.875272 0.2 -0.2 0.2
H 1.020801 -0.335670 3.775010 -0.2 -0.1 -0.2
H 1.862390 1.055764 3.176636 0.0 -0.1 -0.2
H 2.067227 -0.518268 2.390425 0.4 0.0 -0.1
H -0.742405 0.687373 2.297173 0.2 -0.2 0.3
H 0.450728 1.360703 1.296069 0.5 0.1 0.1
H 0.981603 -1.073878 0.617272 0.3 -0.1 -0.6
H -1.836272 -1.553994 1.094463 -0.1 0.0 0.4
H -0.584698 -2.152193 2.073609 -0.3 0.1 0.3
H -0.886712 0.993321 -0.302611 -0.3 0.2 -0.1
H -1.477890 -0.587967 -0.806167 0.0 0.0 -0.1
H 1.230832 -0.544490 -1.498492 0.0 -0.1 0.0
H 0.921844 0.729544 -3.485848 0.4 -0.4 0.4
```
Forces are in eV/Å.

Output
HOMO-LUMO gap = 10.1 eV
SMILES string = CC[C@@H](N)CNC=O

C5H12N2O | wB97M-V/def2-TZVPD

```
20
Properties=species:S:1:pos:R:3:forces:R:3
C -1.070870 0.211534 -0.074150 0.6 0.7 -0.3
C -1.475825 0.021864 1.356925 0.0 -0.1 0.0
C -1.514174 1.503344 -0.706747 -0.2 0.0 0.0
C 1.208021 -0.697690 -0.002376 2.0 0.6 -0.1
N 1.062015 -1.993502 0.184684 -0.1 -0.4 0.1
N 3.253264 0.305520 -0.256394 0.3 -0.6 0.0
C 1.047498 0.503537 -0.238439 -3.4 -0.4 0.5
O -1.482242 -0.914772 -0.818634 0.3 0.0 0.0
H -1.297402 -0.742963 -1.751107 -0.1 0.0 0.1
H 0.286954 -2.427415 -0.305002 0.1 0.1 0.0
H 1.249389 -2.355505 1.108913 0.0 0.1 -0.1
H 3.540566 -0.139981 -1.131621 0.0 0.0 0.1
H 3.694510 -0.256785 0.474951 0.1 0.1 0.0
H 1.172093 1.548775 -0.407865 0.3 -0.1 -0.1
H -1.105993 0.841117 1.974747 0.0 0.0 0.0
H -2.570632 -0.013294 1.454965 0.1 0.0 -0.1
H -1.091614 -0.920490 1.754982 0.0 0.1 0.0
H -1.112304 1.617980 -1.719375 0.0 0.0 0.1
H -2.610187 1.547647 -0.779848 0.0 0.0 0.0
H -1.183066 2.361080 -0.118610 0.0 0.0 0.0
```
Forces are in eV/Å.

Output
HOMO-LUMO gap (spin up / spin down) = 7.5 / 6.6 eV